DFT (the ωB97M-V functional and the def2-TZVPD basis) results for C19H30N2O2 in the gas phase.

```
53
Properties=species:S:1:pos:R:3:forces:R:3
C 3.183 5.034 -0.514 0.13 0.11 -0.23
O 2.560 4.513 0.632 -0.24 -0.25 0.29
C 1.665 3.495 0.481 -0.15 -0.13 -0.02
C 1.274 2.960 -0.737 0.31 0.32 -0.03
C 0.357 1.919 -0.781 -0.19 -0.11 0.18
C -0.187 1.400 0.382 -0.10 0.03 -0.22
C -1.139 0.236 0.363 0.09 0.06 0.01
N -0.487 -0.940 0.934 -0.16 0.14 0.03
C -1.420 -1.960 1.353 -0.09 -0.15 -0.05
C -2.188 -2.587 0.173 -0.08 0.18 0.09
N -1.396 -2.477 -1.042 0.10 -0.19 -0.06
C -1.912 -3.306 -2.112 -0.10 0.19 -0.14
C -3.264 -2.815 -2.580 0.21 -0.09 0.01
C -4.529 -3.448 -2.085 -0.15 0.03 0.11
C -4.082 -3.672 -3.497 -0.01 -0.01 -0.11
C 0.007 -2.699 -0.753 0.00 0.25 0.01
C 0.543 -1.506 0.068 0.41 -0.37 0.13
C 1.769 -1.929 0.888 -0.02 0.58 -0.06
C 2.419 -0.758 1.633 -0.10 -0.47 0.16
O 3.018 0.184 0.776 0.13 0.19 -0.35
C 0.206 1.952 1.599 0.10 0.17 -0.21
C 1.120 2.984 1.672 0.05 0.11 0.02
C 1.555 3.564 2.980 0.03 0.02 -0.07
H 2.458 5.488 -1.198 0.03 -0.04 0.03
H 3.866 5.802 -0.155 -0.03 -0.04 -0.08
H 3.753 4.264 -1.045 -0.04 0.02 0.02
H 1.674 3.341 -1.664 0.07 0.06 -0.06
H 0.063 1.517 -1.740 -0.04 -0.07 -0.08
H -1.498 0.053 -0.659 -0.04 0.05 0.08
H -2.000 0.467 0.996 -0.04 -0.01 -0.05
H -2.121 -1.529 2.071 0.04 -0.08 0.02
H -0.845 -2.730 1.874 -0.09 -0.02 0.04
H -2.422 -3.642 0.408 -0.04 0.03 -0.03
H -3.132 -2.062 0.007 -0.03 -0.10 0.07
H -1.989 -4.368 -1.810 0.01 0.00 -0.04
H -1.205 -3.244 -2.946 -0.03 -0.07 0.06
H -3.280 -1.747 -2.755 -0.08 0.03 -0.03
H -5.388 -2.818 -1.909 -0.05 0.08 -0.04
H -4.450 -4.273 -1.393 0.10 -0.09 0.06
H -4.633 -3.198 -4.295 -0.04 0.08 -0.02
H -3.696 -4.646 -3.757 0.07 -0.10 0.04
H 0.165 -3.646 -0.204 0.04 -0.02 -0.02
H 0.557 -2.767 -1.694 0.01 -0.06 0.04
H 0.851 -0.724 -0.631 -0.04 -0.07 0.00
H 1.478 -2.680 1.624 -0.06 -0.14 0.03
H 2.504 -2.373 0.214 0.08 -0.11 0.02
H 1.666 -0.277 2.268 0.08 -0.08 0.03
H 3.229 -1.134 2.263 -0.11 0.01 0.03
H 2.318 0.666 0.321 -0.02 0.13 0.00
H -0.218 1.555 2.510 -0.02 -0.06 0.16
H 1.009 3.114 3.805 -0.03 -0.02 0.06
H 1.395 4.641 2.986 0.02 0.07 0.09
H 2.621 3.393 3.122 0.08 0.04 0.09
```
Positions in Å, forces in eV/Å.

The value obtained for the orbital gap is 9.0 eV. The relative energy (zero: lowest compared OMol25 entry of this formula, charge and spin) is 65.0 kcal per mole. The value obtained for the total energy is -1001.92370 Ha. The multiplicity is 1. Its SMILES is COc1ccc(CN2CCN(CC3CC3)C[C@@H]2CCO)cc1C. Its total charge is 0.


DFT (the ωB97M-V functional and the def2-TZVPD basis) results for 4 unconnected molecules or ions with the total composition C28H22F10O8.

```
68
Properties=species:S:1:pos:R:3:forces:R:3
C 5.318 4.462 0.409 0.29 0.42 0.23
C 4.212 4.736 0.048 -0.01 -0.73 -0.26
C 2.869 4.645 -0.418 0.13 0.56 0.52
C 2.555 4.635 -1.767 -0.18 0.01 -0.41
C 1.247 4.497 -2.186 -0.15 0.11 -0.04
C 0.246 4.373 -1.244 0.12 0.03 -0.20
C 0.539 4.401 0.109 -0.21 -0.06 0.53
C 1.849 4.544 0.522 -0.41 0.08 -0.24
F 2.136 4.546 1.822 0.12 0.00 -0.06
C -0.613 4.231 1.049 0.09 0.11 0.14
O -0.751 4.866 2.064 0.15 -0.15 0.18
C -1.598 3.224 0.575 0.16 0.13 0.23
C -2.191 2.331 1.442 -0.02 0.10 0.00
C -3.055 1.398 0.914 -0.51 -0.52 0.33
C -3.377 1.378 -0.427 -0.05 0.19 -0.36
C -2.809 2.298 -1.289 -0.03 0.02 0.03
C -1.895 3.199 -0.776 -0.01 0.18 -0.32
C -1.171 4.157 -1.652 -0.15 -0.01 -0.05
O -1.667 4.699 -2.609 0.07 -0.16 -0.26
H 6.292 4.295 0.787 0.27 0.01 0.03
H 3.338 4.734 -2.498 0.23 -0.01 -0.03
H 0.969 4.475 -3.226 0.11 0.05 -0.22
H -1.957 2.359 2.492 0.03 0.00 0.20
H -3.508 0.648 1.544 0.01 0.02 0.20
H -4.074 0.646 -0.799 -0.09 -0.15 -0.08
H -3.023 2.311 -2.344 -0.11 -0.01 -0.16
C 3.961 1.453 -0.174 -0.28 -0.05 -0.09
C 3.561 -0.004 -0.055 0.52 0.14 0.11
O 2.134 -0.173 -0.169 -0.34 -0.10 0.04
C 1.630 -0.104 -1.392 0.75 0.05 0.14
O 2.253 0.066 -2.399 -0.28 0.00 -0.15
C 0.108 -0.296 -1.342 -0.28 0.01 -0.09
F -0.427 0.489 -0.406 0.05 -0.10 0.01
F -0.199 -1.570 -1.053 0.09 0.06 0.02
F -0.442 0.004 -2.516 0.05 0.01 0.06
H 3.431 2.055 0.565 0.11 -0.09 0.07
H 5.033 1.563 -0.014 -0.02 -0.04 0.04
H 3.719 1.853 -1.158 0.06 -0.06 -0.04
H 3.817 -0.384 0.931 -0.19 -0.05 0.03
H 4.065 -0.627 -0.794 -0.12 0.04 -0.12
C 2.337 -3.211 -3.260 -0.05 -0.14 -0.31
C 1.765 -4.382 -2.490 0.21 0.39 0.35
O 1.028 -5.277 -3.345 -0.10 -0.11 -0.10
C 1.751 -6.086 -4.104 0.15 0.25 0.31
O 2.944 -6.159 -4.141 -0.03 -0.10 -0.09
C 0.820 -6.980 -4.939 -0.13 -0.13 -0.22
F -0.124 -6.254 -5.551 0.04 -0.04 0.03
F 0.211 -7.875 -4.148 0.02 0.04 0.00
F 1.508 -7.639 -5.865 -0.01 0.03 0.05
H 1.546 -2.682 -3.794 -0.02 0.07 0.12
H 2.830 -2.514 -2.585 -0.03 -0.01 0.04
H 3.065 -3.539 -4.000 0.06 -0.05 0.07
H 1.047 -4.031 -1.752 -0.15 -0.12 -0.09
H 2.539 -4.936 -1.958 0.03 -0.11 -0.16
C -5.294 -2.129 6.516 0.22 -0.19 -0.07
C -5.005 -0.987 5.566 -0.45 0.08 0.28
O -3.686 -1.092 4.991 0.17 0.00 -0.08
C -3.540 -1.982 4.022 -0.37 0.11 0.18
O -4.386 -2.692 3.564 0.10 -0.03 -0.09
C -2.091 -1.952 3.511 0.39 -0.13 -0.07
F -1.216 -2.012 4.522 -0.08 0.03 -0.04
F -1.868 -0.815 2.834 -0.01 -0.02 0.04
F -1.853 -2.975 2.696 -0.09 0.06 0.03
H -4.529 -2.181 7.292 -0.05 0.08 0.05
H -6.266 -1.987 6.988 0.00 0.05 0.00
H -5.303 -3.086 5.997 -0.07 0.03 -0.05
H -5.009 -0.041 6.102 0.18 0.03 -0.07
H -5.747 -0.922 4.770 0.09 -0.12 -0.09
```
Positions in Å, forces in eV/Å.

The value obtained for the orbital gap is 8.6 eV. The value obtained for the total energy is -2680.75638 Ha. The multiplicity is 1. Its SMILES is C#Cc1ccc2c(c1F)C(=O)c1ccccc1C2=O.CCOC(=O)C(F)(F)F.CCOC(=O)C(F)(F)F.CCOC(=O)C(F)(F)F. Its total charge is 0.


DFT (the ωB97M-V functional and the def2-TZVPD basis) results for a molecular structure, C6H18N4O4SbSe5W.

```
39
Properties=species:S:1:pos:R:3:forces:R:3
W -0.760 0.377 -0.265 0.28 0.30 0.03
N -2.315 0.531 1.257 -0.02 0.13 0.10
C -2.040 -0.419 2.355 0.01 -0.01 0.07
C -0.638 -0.152 2.855 0.01 0.01 -0.02
N 0.376 -0.161 1.758 -0.01 -0.01 0.04
C 1.485 0.699 2.283 0.06 0.00 -0.03
C 2.791 0.814 1.515 0.01 -0.03 0.01
N 2.646 1.516 0.244 0.03 0.00 -0.05
C 0.844 -1.549 1.519 -0.01 0.02 -0.01
C 1.449 -1.738 0.120 -0.01 0.00 0.01
N 1.062 -0.638 -0.789 -0.07 -0.09 -0.04
H -3.222 0.333 0.843 0.00 0.04 -0.01
H -2.270 1.497 1.641 0.01 -0.06 -0.04
H -2.741 -0.269 3.180 -0.01 0.00 -0.01
H -2.169 -1.431 1.973 0.00 0.00 0.00
H -0.628 0.849 3.283 0.02 0.01 0.00
H -0.352 -0.873 3.628 -0.01 0.00 0.00
H 1.091 1.704 2.417 -0.05 -0.02 0.03
H 1.736 0.299 3.275 0.00 0.01 0.00
H 3.461 1.337 2.210 0.00 0.00 0.00
H 3.236 -0.169 1.341 0.02 0.00 0.02
H 2.149 2.395 0.408 -0.08 0.02 0.01
H 3.556 1.762 -0.128 0.02 -0.06 -0.01
H 1.561 -1.827 2.302 0.01 -0.01 -0.01
H -0.024 -2.200 1.608 0.00 0.00 -0.01
H 2.536 -1.809 0.157 0.00 0.00 -0.01
H 1.064 -2.660 -0.315 0.00 0.00 0.00
H 1.760 0.123 -0.742 0.03 0.05 0.03
H 1.025 -1.021 -1.754 0.02 0.00 0.01
Se 0.609 -2.323 -3.702 0.02 -0.05 0.00
Sb -1.613 -1.568 -3.111 0.05 0.12 0.03
Se -1.309 0.940 -2.573 -0.05 0.02 -0.17
Se -1.883 -1.960 -0.614 -0.02 -0.06 0.04
Se -3.530 -2.046 -4.436 -0.03 -0.03 0.01
O -1.209 4.835 0.523 0.00 0.02 0.04
Se -0.452 3.576 1.157 -0.04 -0.10 0.00
O 1.124 3.776 1.481 0.06 0.06 0.08
O -0.439 2.345 -0.057 -0.18 -0.24 -0.06
O -1.247 2.865 2.404 -0.04 -0.05 -0.10
```
Positions in Å, forces in eV/Å.

The value obtained for the orbital gap (spin up / spin down) is 6.6 / 6.9 eV. The value obtained for the total energy is -13074.05136 Ha. The multiplicity is 3. Its expectation value of S² is 2.018. Its total charge is -1.


DFT (the ωB97M-V functional and the def2-TZVPD basis) results for a molecular structure, C8H23Br2MnNO5 at a distorted geometry.

```
40
Properties=species:S:1:pos:R:3:forces:R:3
Mn -4.646 6.789 -23.443 -0.30 -0.51 0.84
Br -2.179 7.684 -20.222 -0.71 -0.17 -0.99
Br -5.929 2.731 -22.393 0.27 0.99 -0.33
C -9.908 8.507 -25.112 -0.92 -1.90 -0.63
C -8.681 7.595 -25.212 0.59 1.96 -1.05
C -8.013 7.710 -26.587 1.07 -2.51 0.13
O -6.794 6.840 -26.526 -0.69 1.00 -0.15
C -6.245 6.453 -27.771 0.01 -0.40 -0.66
N -7.759 8.080 -24.217 1.31 0.06 1.56
H -9.765 9.586 -25.057 0.31 -0.24 0.25
H -10.387 8.026 -24.259 -0.53 1.03 0.39
H -10.581 8.281 -25.939 -0.17 0.22 -0.17
H -8.955 6.581 -24.922 0.11 -0.11 -0.60
H -7.755 8.711 -26.933 0.10 0.22 0.45
H -8.700 7.285 -27.320 0.03 -0.10 -0.22
H -5.499 5.662 -27.689 -0.19 -0.23 0.87
H -5.671 7.194 -28.326 -0.37 0.82 0.17
H -6.999 6.036 -28.438 -0.28 0.14 -0.06
H -8.306 8.160 -23.372 0.10 -0.45 0.68
H -7.588 9.064 -24.371 0.44 0.32 -0.53
C -3.826 11.863 -24.410 -1.43 1.62 -1.53
C -5.023 12.872 -24.729 0.75 -0.83 -0.06
O -6.217 12.574 -24.046 -0.28 -0.60 0.89
O -4.051 10.581 -25.030 -0.07 0.15 1.21
H -3.635 11.908 -23.338 -0.20 -1.03 -0.04
H -2.950 12.284 -24.904 0.14 0.28 0.15
H -5.304 12.788 -25.779 0.66 0.18 -0.44
H -4.708 13.889 -24.496 0.27 0.05 -0.10
H -6.714 13.378 -23.877 0.11 0.02 -0.02
H -3.901 10.719 -25.968 -0.01 -0.05 -0.04
C 0.746 3.008 -24.232 -0.45 0.39 -0.25
C -0.452 3.443 -25.122 1.08 0.07 0.02
O -0.942 4.764 -24.816 -0.20 -0.82 0.33
O 1.939 3.449 -24.872 0.11 0.21 -0.06
H 0.810 1.934 -24.061 -0.35 -0.19 -0.25
H 0.693 3.477 -23.249 -0.41 0.09 0.11
H -1.226 2.675 -25.123 -0.35 0.52 0.36
H -0.076 3.524 -26.142 0.18 -0.48 -0.15
H -0.152 5.309 -24.808 0.05 0.25 0.03
H 2.625 3.443 -24.201 0.21 0.05 -0.11
```
Positions in Å, forces in eV/Å.

The value obtained for the orbital gap (spin up / spin down) is 3.4 / 4.1 eV. The relative energy (zero: lowest compared OMol25 entry of this formula, charge and spin) is 228.5 kcal per mole. The value obtained for the total energy is -7048.31664 Ha. The multiplicity is 6. Its expectation value of S² is 8.847. Its total charge is 0.


DFT (the ωB97M-V functional and the def2-TZVPD basis) results for a molecular structure, C24H29AsN2O10PtS3.

```
70
Properties=species:S:1:pos:R:3:forces:R:3
Pt -0.896 0.538 -0.905 -0.08 0.01 -0.29
C -5.479 0.240 0.848 -0.01 0.01 -0.01
O -4.951 1.359 0.086 0.04 0.00 0.05
C -3.725 1.259 -0.341 -0.02 0.04 -0.08
O -2.991 0.282 -0.140 0.01 -0.01 -0.08
N -3.329 2.361 -1.028 0.07 -0.06 0.05
N -2.117 2.299 -1.724 -0.23 0.03 0.04
H -6.452 0.572 1.187 0.00 -0.01 0.00
H -4.824 0.027 1.688 0.00 0.00 0.01
H -5.568 -0.627 0.198 0.01 -0.01 0.00
H -3.995 3.089 -1.245 -0.03 -0.04 -0.03
H -1.591 3.161 -1.605 -0.02 0.00 0.08
H -2.268 2.112 -2.715 0.07 0.00 -0.01
O 0.820 -3.750 -1.912 0.00 -0.02 0.02
As -0.031 -2.384 -2.629 -0.08 0.04 0.00
O -1.503 -2.776 -3.138 0.01 -0.03 -0.02
O 0.015 -1.367 -1.196 0.11 -0.11 0.17
C 1.304 -1.660 -3.808 0.04 0.00 -0.08
C 2.121 -2.589 -4.435 0.01 -0.01 0.00
C 3.048 -2.182 -5.389 0.00 0.03 -0.01
C 3.163 -0.846 -5.728 0.00 -0.02 0.01
C 2.355 0.099 -5.107 0.01 0.01 -0.01
C 1.439 -0.311 -4.155 -0.07 0.01 0.06
S 0.485 0.942 -3.374 0.07 -0.13 0.06
O 0.452 2.115 -4.179 -0.03 0.00 -0.01
O 1.027 1.150 -1.994 0.03 0.01 -0.01
O -0.867 0.303 -3.127 -0.01 0.19 -0.07
H 0.313 -4.556 -2.093 -0.01 0.01 0.00
H 2.040 -3.639 -4.189 -0.01 0.00 0.01
H 3.671 -2.922 -5.873 0.00 0.00 0.00
H 3.874 -0.530 -6.479 0.00 -0.01 0.00
H 2.425 1.147 -5.367 0.00 0.00 0.00
O -0.631 -0.783 1.198 0.01 -0.07 0.20
S 0.019 -2.070 0.866 -0.05 0.20 -0.15
C 1.801 -1.965 1.101 0.04 -0.03 0.03
C 2.432 -0.666 0.583 0.04 -0.04 -0.02
C 2.683 0.416 1.634 0.01 0.06 0.02
C 1.505 1.258 2.125 0.03 0.05 0.06
S 0.932 2.431 0.848 -0.14 -0.07 0.00
O -0.565 2.019 0.584 0.28 0.05 -0.05
C 0.768 3.930 1.748 0.04 0.05 0.01
C -0.129 4.045 2.807 -0.01 -0.02 0.01
C -0.199 5.250 3.480 0.01 0.01 0.00
C 0.620 6.311 3.100 0.00 0.00 0.00
C 1.506 6.182 2.042 -0.01 0.00 0.01
C 1.581 4.982 1.348 -0.01 0.01 -0.01
C -0.541 -3.314 1.940 -0.04 -0.13 0.14
C -1.640 -3.064 2.762 0.01 0.03 -0.04
C -2.096 -4.089 3.569 0.00 -0.03 0.01
C -1.485 -5.338 3.528 0.00 0.01 0.00
C -0.410 -5.581 2.678 -0.03 0.01 0.02
C 0.064 -4.572 1.863 0.03 0.01 -0.03
H 2.195 -2.838 0.578 -0.03 0.01 -0.04
H 1.946 -2.109 2.175 0.01 0.00 -0.01
H 1.890 -0.280 -0.280 -0.02 0.00 0.00
H 3.407 -0.958 0.190 0.00 0.01 -0.01
H 3.432 1.099 1.225 0.02 -0.02 0.02
H 3.153 -0.030 2.514 -0.03 -0.01 0.01
H 1.826 1.870 2.966 -0.03 0.02 -0.01
H 0.619 0.694 2.416 0.03 -0.04 -0.02
H -0.762 3.213 3.088 0.00 0.00 0.00
H -0.889 5.368 4.304 0.00 0.00 0.00
H 0.560 7.248 3.637 0.00 0.00 0.00
H 2.134 7.013 1.751 0.00 0.00 0.00
H 2.258 4.867 0.511 0.00 0.00 0.00
H -2.098 -2.085 2.770 -0.01 -0.01 0.01
H -2.932 -3.917 4.234 0.00 0.00 0.00
H -1.855 -6.134 4.160 0.00 0.00 0.00
H 0.049 -6.560 2.647 0.00 0.00 0.00
H 0.883 -4.758 1.178 0.00 -0.01 0.01
```
Positions in Å, forces in eV/Å.

The value obtained for the orbital gap (spin up / spin down) is 9.5 / 6.1 eV. The relative energy (zero: lowest compared OMol25 entry of this formula, charge and spin) is 0.0 kcal per mole. The value obtained for the total energy is -5342.77518 Ha. The multiplicity is 5. Its expectation value of S² is 6.017. Its total charge is +2.


DFT (the ωB97M-V functional and the def2-TZVPD basis) results for 2 unconnected molecules or ions with the total composition C3H11N3 at a distorted geometry.

```
17
Properties=species:S:1:pos:R:3:forces:R:3
C 0.809 -3.283 -0.372 0.19 1.17 1.82
C 0.672 -3.217 -1.694 0.76 -1.59 0.19
N 0.331 -2.200 -2.523 -1.28 0.40 -2.14
H 0.726 -2.379 0.318 -0.28 -1.13 -1.17
H 1.096 -4.192 0.188 0.00 0.52 -0.88
H 0.993 -4.052 -2.300 -0.31 -0.69 0.23
H 0.091 -1.347 -2.043 -0.51 0.11 -0.48
H -0.245 -2.508 -3.392 1.43 1.22 2.41
N -1.504 3.250 2.021 1.21 -1.60 -1.85
C -0.780 2.086 1.338 -0.42 0.85 1.22
N 0.612 2.550 0.999 -1.44 0.34 -1.52
H -1.191 3.158 2.983 0.13 1.13 -0.22
H -1.111 4.049 1.461 -0.81 -0.51 1.72
H -0.550 1.317 2.060 -0.63 -0.35 0.53
H -1.508 1.604 0.621 1.29 0.88 -0.19
H 0.890 2.032 0.133 0.06 1.22 0.82
H 0.531 3.602 0.865 0.61 -1.96 -0.51
```
Positions in Å, forces in eV/Å.

The value obtained for the orbital gap is 9.1 eV. The relative energy (zero: lowest compared OMol25 entry of this formula, charge and spin) is 57.7 kcal per mole. The value obtained for the total energy is -285.08583 Ha. The multiplicity is 1. Its SMILES is C=CN.NCN. Its total charge is 0.